Computed, not measured: a cluster of 2 separate species, C4H12 in total at a distorted geometry, with ωB97M-V/def2-TZVPD.

Computed properties:
SMILES: CC.CC
Gap between HOMO and LUMO, eV: 13.13

Positions of all 16 atoms, in Å:
C1 1.026 2.154 -3.597
C2 1.807 3.495 -3.413
H1 -0.039 2.436 -3.647
H2 1.185 1.536 -2.697
H3 1.272 1.551 -4.487
H4 1.817 4.099 -4.336
H5 2.847 3.251 -3.139
H6 1.362 4.098 -2.603
C3 -6.851 0.320 2.376
C4 -5.937 -0.704 1.583
H7 -6.208 0.895 3.063
H8 -7.601 -0.228 2.971
H9 -7.377 1.026 1.712
H10 -6.563 -1.398 0.997
H11 -5.343 -1.289 2.305
H12 -5.246 -0.188 0.895

***

Computed, not measured: a cluster of 6 separate species, C41H44Cl2FNO2S in total at a distorted geometry, with ωB97M-V/def2-TZVPD.

Computed properties:
SMILES: Cc1ccccc1CN([C@@H](Cl)[C@@H](C)Cl)S(=O)(=O)F.c1ccccc1.c1ccccc1.c1ccccc1.c1ccccc1.c1ccccc1
Gap between HOMO and LUMO, eV: 8.56

Positions of all 92 atoms, in Å:
C1 -3.408 -6.003 -1.218
C2 -1.795 -5.898 -1.120
C3 -0.996 -6.993 -0.324
C4 0.548 -6.853 -0.234
C5 1.347 -5.706 -0.917
C6 0.567 -4.616 -1.709
C7 -0.990 -4.724 -1.793
C8 -1.777 -3.543 -2.585
N1 -0.882 -2.373 -2.900
C9 -1.342 -1.269 -1.960
Cl1 -1.016 -1.710 -0.184
C10 -0.603 0.136 -2.203
C11 -0.966 1.171 -1.002
Cl2 1.229 -0.198 -2.055
S1 -1.005 -1.873 -4.541
O1 0.195 -1.063 -4.991
O2 -1.173 -2.992 -5.519
F1 -2.363 -0.852 -4.629
H1 -3.754 -7.016 -1.630
H2 -3.843 -5.906 -0.158
H3 -3.826 -5.138 -1.831
H4 -1.539 -7.858 0.205
H5 1.153 -7.623 0.366
H6 2.483 -5.591 -0.852
H7 1.134 -3.758 -2.213
H8 -2.660 -3.258 -1.893
H9 -2.246 -4.048 -3.494
H10 -2.470 -1.083 -2.035
H11 -0.862 0.636 -3.196
H12 -2.074 1.167 -0.719
H13 -0.300 1.003 -0.080
H14 -0.673 2.215 -1.404
C12 1.738 6.512 -0.182
C13 0.443 7.021 -0.159
C14 -0.519 6.517 -1.029
C15 -0.184 5.507 -1.926
C16 1.113 5.005 -1.956
C17 2.074 5.506 -1.083
H15 2.486 6.900 0.501
H16 0.183 7.810 0.539
H17 -1.529 6.912 -1.008
H18 -0.934 5.113 -2.603
H19 1.374 4.221 -2.660
H20 3.085 5.112 -1.104
C18 7.003 6.417 -2.330
C19 8.035 5.502 -2.148
C20 7.841 4.161 -2.460
C21 6.611 3.732 -2.950
C22 5.575 4.644 -3.123
C23 5.771 5.987 -2.815
H21 7.157 7.464 -2.093
H22 8.994 5.836 -1.763
H23 8.647 3.448 -2.321
H24 6.460 2.686 -3.196
H25 4.614 4.309 -3.500
H26 4.964 6.700 -2.952
C24 -0.629 -3.944 3.878
C25 -1.371 -4.416 2.800
C26 -2.406 -5.322 3.011
C27 -2.696 -5.760 4.300
C28 -1.948 -5.294 5.377
C29 -0.915 -4.386 5.167
H27 0.174 -3.233 3.714
H28 -1.143 -4.078 1.794
H29 -2.986 -5.688 2.170
H30 -3.504 -6.464 4.464
H31 -2.170 -5.640 6.381
H32 -0.333 -4.021 6.007
C30 -5.642 -3.524 0.993
C31 -5.638 -2.602 -0.044
C32 -6.785 -2.398 -0.804
C33 -7.939 -3.125 -0.527
C34 -7.941 -4.058 0.506
C35 -6.793 -4.257 1.268
H33 -4.747 -3.674 1.589
H34 -4.737 -2.037 -0.260
H35 -6.779 -1.674 -1.613
H36 -8.835 -2.966 -1.117
H37 -8.838 -4.629 0.719
H38 -6.795 -4.982 2.074
C36 2.876 5.216 3.202
C37 4.050 5.928 2.981
C38 4.868 6.273 4.052
C39 4.510 5.908 5.346
C40 3.331 5.203 5.569
C41 2.515 4.855 4.497
H39 2.241 4.941 2.366
H40 4.329 6.215 1.971
H41 5.786 6.826 3.878
H42 5.149 6.174 6.181
H43 3.049 4.924 6.578
H44 1.597 4.304 4.670

***

Computed, not measured: the molecule C4H8N2S at a distorted geometry, with ωB97M-V/def2-TZVPD.

Computed properties:
SMILES: [H]/N=C1\C[C@H](C)SN1
Gap between HOMO and LUMO, eV: 8.68

Positions of all 15 atoms, in Å:
H1 1.699 0.939 -2.356
N1 0.712 0.652 -2.328
C1 0.296 0.668 -1.118
C2 0.993 0.889 0.205
C3 0.439 -0.176 1.166
C4 1.039 -1.593 1.106
S1 -1.315 -0.231 0.731
N2 -1.059 0.363 -0.824
H2 2.023 0.860 0.035
H3 0.706 1.890 0.545
H4 0.460 0.152 2.193
H5 0.770 -2.151 0.190
H6 0.665 -2.210 2.031
H7 2.153 -1.626 1.199
H8 -1.599 0.012 -1.615

***

The evaluated HOMO level for the records listed, in turn: -0.435, -0.321, -0.289 Eh.